This record from the Open Molecules 2025 dataset describes a 2-piece molecular cluster, H7ISi3 overall. The level of theory is wB97M-V/def2-TZVPD.

Properties
Frontier orbital gap (alpha / beta) in eV: 7.44 / 7.43
Multiplicity: 3
HOMO energy (alpha / beta) in Eh: -0.262 / -0.352

Each atom is followed by the atoms it is bonded to, with distances in Å.
Geometry (Å):
1 Si -1.7828 -1.9541 0.1340  Si2 2.349, H5 1.417, H6 1.622, H7 1.476
2 Si -1.0678 0.2804 0.0211  Si1 2.349, H8 1.505, H9 1.429
3 Si 2.7897 1.8057 0.0633  I4 2.471, H10 1.540, H11 1.652
4 I 3.6612 -0.5031 -0.0605  Si3 2.471
5 H -1.7418 -2.2279 1.5233  Si1 1.417
6 H -3.3646 -1.9180 -0.2227  Si1 1.622
7 H -0.7596 -2.8627 -0.4185  Si1 1.476
8 H -0.5153 0.9039 -1.2324  Si2 1.505
9 H -1.7166 1.4258 0.5764  Si2 1.429
10 H 3.0698 2.3502 1.4761  Si3 1.540
11 H 1.2369 1.2415 0.0346  Si3 1.652

Partial charges, Mulliken, in e: 0.26 0.25 0.06 -0.05 -0.10 -0.05 -0.08 -0.06 -0.09 -0.02 -0.12

=====

This record from the Open Molecules 2025 dataset describes one molecule with the formula H7NO3Si2. The level of theory is wB97M-V/def2-TZVPD.

Properties
Frontier orbital gap in eV: 10.69
SMILES: N[Si@H](O)O[SiH2]O
Energy relative to the best compared isomer or geometry (same formula, charge and spin) in eV: 0.5160
HOMO energy in Eh: -0.365

Each atom is followed by the atoms it is bonded to, with distances in Å.
Geometry (Å):
1 N -0.6612 -1.5069 -1.0134  Si6 1.673, H7 1.025, H8 0.968
2 O 1.0349 1.5152 -1.3468  Si5 1.674, H9 0.925
3 O -1.1110 -1.8334 1.5967  Si6 1.626, H10 0.969
4 O -0.1905 0.3068 0.7569  Si5 1.602, Si6 1.625
5 Si 0.4233 1.6789 0.2033  O2 1.674, O4 1.602, H11 1.624, H12 1.474
6 Si -0.0217 -1.2912 0.5176  N1 1.673, O3 1.626, O4 1.625, H13 1.400
7 H -1.2855 -2.1002 -1.5682  N1 1.025
8 H -0.8317 -0.5880 -1.2666  N1 0.968
9 H 1.7194 1.8415 -1.8759  O2 0.925
10 H -1.2507 -1.1116 2.2278  O3 0.969
11 H -0.7833 2.7567 0.0671  Si5 1.624
12 H 1.6403 1.9770 0.9799  Si5 1.474
13 H 1.3176 -1.6448 0.7216  Si6 1.400

Partial charges, Mulliken, in e: -0.33 -0.54 -0.48 0.12 0.17 0.34 0.26 0.17 0.32 0.32 -0.09 -0.13 -0.13

=====

Question: What is the formula in the first record?
Answer: H7ISi3